No. 1
C4H5NO in the gas phase, computed with wB97M-V/def2-TZVPD.

The geometry in ORCA input format:
```
! RIJCOSX wB97M-V def2-TZVPD def2/J DEFGRID3
* xyz 0 1
O 2.211 0.339 -0.371
C 0.871 0.155 -0.166
C -0.002 1.178 0.293
C -1.252 0.615 0.391
N -1.166 -0.691 0.007
C 0.133 -0.989 -0.347
H 2.634 -0.529 -0.347
H 0.272 2.197 0.526
H -2.188 1.038 0.731
H -1.929 -1.345 -0.004
H 0.416 -1.967 -0.712
*
```

Values from the calculation:
SMILES ... Oc1cc[nH]c1
Total energy ... -285.3980 Eh
Highest occupied orbital energy ... -8.014 eV


No. 2
C17H20BrFN6O2 in the gas phase, computed with wB97M-V/def2-TZVPD.

The geometry in ORCA input format:
```
! RIJCOSX wB97M-V def2-TZVPD def2/J DEFGRID3
* xyz 0 1
O 1.004 -0.465 -2.025
C 0.184 -1.325 -1.765
N 0.052 -1.882 -0.542
C 0.698 -1.275 0.605
C 0.092 0.092 0.917
C -1.373 0.010 1.289
F -1.493 -0.235 2.664
C -2.145 1.292 1.017
N -2.210 1.561 -0.409
C -2.168 2.751 -1.042
C -2.328 2.445 -2.371
C -2.363 3.359 -3.540
C -3.102 4.640 -3.279
C -3.692 5.466 -4.382
C -4.592 4.699 -3.451
C -1.138 3.401 -4.424
C -2.387 2.721 -4.898
N -2.454 1.096 -2.466
N -2.386 0.570 -1.281
C -0.801 -1.870 -2.784
N -1.631 -2.817 -2.314
C -2.547 -3.284 -3.133
N -2.739 -2.905 -4.392
C -1.921 -1.981 -4.856
O -2.091 -1.580 -6.117
C -0.886 -1.424 -4.087
Br 0.230 -0.160 -4.903
H -0.711 -2.533 -0.435
H 0.594 -1.954 1.451
H 1.760 -1.161 0.389
H 0.625 0.573 1.741
H 0.214 0.721 0.033
H -1.867 -0.817 0.778
H -3.152 1.208 1.427
H -1.642 2.132 1.497
H -2.039 3.679 -0.513
H -2.701 5.215 -2.450
H -3.649 6.541 -4.274
H -3.603 5.118 -5.401
H -5.066 3.810 -3.846
H -5.181 5.252 -2.733
H -0.890 4.362 -4.855
H -0.299 2.776 -4.150
H -2.387 1.641 -4.922
H -2.966 3.194 -5.678
H -3.208 -4.054 -2.752
H -2.846 -2.077 -6.464
*
```

Values from the calculation:
SMILES ... O=C(NCC[C@@H](F)Cn1cc(C2(C3CC3)CC2)nn1)c1ncnc(O)c1Br
Total energy ... -3812.6717 Eh
Highest occupied orbital energy ... -9.091 eV


No. 3
C13H20Cl5IN4Pd as an isolated structure, computed with wB97M-V/def2-TZVPD.

The geometry in ORCA input format:
```
! RIJCOSX wB97M-V def2-TZVPD def2/J DEFGRID3
* xyz 2 5
Pd -0.381 -0.683 -0.012
N -1.318 0.550 1.823
C -0.236 0.938 2.755
C 1.052 1.099 1.975
N 1.422 -0.159 1.297
C 1.766 -1.222 2.274
C 0.639 -2.208 2.532
N 0.016 -2.606 1.260
C 2.500 0.060 0.303
C 2.652 -1.117 -0.637
N 1.382 -1.371 -1.355
H -1.601 1.379 1.315
H -2.136 0.218 2.321
H -0.140 0.181 3.528
H -0.452 1.879 3.262
H 1.851 1.434 2.644
H 0.916 1.861 1.206
H 2.064 -0.766 3.221
H 2.633 -1.766 1.907
H -0.136 -1.774 3.156
H 1.048 -3.060 3.074
H -0.846 -3.110 1.440
H 0.621 -3.245 0.756
H 3.451 0.266 0.803
H 2.234 0.937 -0.286
H 2.933 -2.024 -0.104
H 3.461 -0.894 -1.333
H 1.347 -2.321 -1.707
H 1.345 -0.777 -2.178
Cl -1.302 3.098 -0.658
C -2.172 1.830 -1.396
C -1.759 0.538 -1.225
C -2.563 -0.396 -1.867
Cl -2.123 -2.038 -1.600
C -3.712 -0.110 -2.699
Cl -4.557 -1.357 -3.433
C -4.092 1.202 -2.861
Cl -5.444 1.609 -3.807
C -3.337 2.192 -2.209
Cl -3.768 3.788 -2.369
I 2.710 1.080 -3.915
C 1.592 2.069 -2.527
H 0.605 1.687 -2.322
H 1.834 3.108 -2.354
*
```

Values from the calculation:
Total energy ... -3452.2184 Eh
Highest occupied orbital energy (alpha / beta) ... -13.481 / -14.835 eV


No. 4
C41H39AsF6IrNO6S2SbSi as an isolated structure, computed with wB97M-V/def2-TZVPD.

The geometry in ORCA input format:
```
! RIJCOSX wB97M-V def2-TZVPD def2/J DEFGRID3
* xyz 1 1
Ir -0.186 0.318 0.010
F -1.245 -1.823 4.645
C -0.908 -0.560 4.501
F -1.986 0.211 4.541
F -0.067 -0.206 5.454
S -0.034 -0.330 2.848
O -0.662 0.823 2.157
O 1.356 -0.259 3.116
N -0.394 -1.640 2.005
S -1.844 -1.758 1.384
O -2.003 -0.817 0.239
O -2.956 -1.799 2.273
C -1.685 -3.413 0.586
F -0.656 -3.415 -0.250
F -2.805 -3.634 -0.092
F -1.524 -4.343 1.507
C -1.847 5.346 -4.199
C -2.010 3.977 -4.364
C -1.890 3.126 -3.276
C -1.600 3.646 -2.019
C -1.445 5.018 -1.849
C -1.570 5.865 -2.943
Sb -1.468 2.473 -0.271
C -3.489 2.130 0.185
C -4.454 2.306 -0.802
C -5.787 2.045 -0.511
C -6.148 1.606 0.754
C -5.183 1.432 1.738
C -3.851 1.690 1.456
C -0.779 3.795 1.199
C 0.569 3.824 1.545
C 0.995 4.713 2.522
C 0.084 5.555 3.147
C -1.260 5.513 2.804
C -1.699 4.629 1.829
H -1.940 6.008 -5.049
H -2.233 3.567 -5.341
H -2.041 2.065 -3.418
H -1.210 5.437 -0.878
H -1.447 6.932 -2.810
H -4.178 2.654 -1.790
H -6.542 2.188 -1.273
H -7.187 1.402 0.977
H -5.466 1.087 2.723
H -3.102 1.544 2.225
H 1.268 3.139 1.080
H 2.039 4.740 2.803
H 0.423 6.243 3.911
H -1.969 6.164 3.299
H -2.751 4.590 1.572
O 0.115 -0.579 -1.732
As 0.028 -0.303 -3.402
C 1.141 -1.608 -4.210
C 0.716 -2.935 -4.192
C 1.537 -3.914 -4.725
C 2.765 -3.565 -5.274
C 3.180 -2.242 -5.295
C 2.368 -1.253 -4.758
C 0.539 1.447 -3.965
C 0.892 2.420 -3.039
C 1.159 3.707 -3.482
C 1.077 4.014 -4.832
C 0.745 3.030 -5.756
C 0.474 1.742 -5.326
C -1.786 -0.658 -3.896
C -2.176 -0.650 -5.233
C -3.509 -0.844 -5.554
C -4.446 -1.049 -4.547
C -4.051 -1.075 -3.218
C -2.717 -0.881 -2.887
H -0.244 -3.200 -3.765
H 1.221 -4.949 -4.714
H 3.403 -4.333 -5.692
H 4.136 -1.978 -5.725
H 2.691 -0.219 -4.769
H 0.986 2.174 -1.986
H 1.435 4.471 -2.766
H 1.283 5.020 -5.171
H 0.701 3.265 -6.811
H 0.227 0.978 -6.053
H -1.451 -0.507 -6.025
H -3.818 -0.843 -6.591
H -5.486 -1.200 -4.806
H -4.776 -1.246 -2.433
H -2.408 -0.913 -1.851
C 4.059 1.084 1.331
Si 3.014 0.380 -0.038
C 2.734 -1.462 0.177
C 3.902 0.623 -1.670
O 1.577 1.215 -0.045
H 5.058 0.646 1.348
H 3.588 0.908 2.300
H 4.172 2.164 1.201
H 3.698 -1.964 0.296
H 2.243 -1.891 -0.700
H 2.143 -1.704 1.061
H 4.816 0.023 -1.684
H 4.183 1.665 -1.839
H 3.284 0.302 -2.511
*
```

Values from the calculation:
Total energy ... -6357.1603 Eh
Highest occupied orbital energy ... -11.053 eV


No. 5
An isolated ion of composition C20H18O5 and charge -2, computed with wB97M-V/def2-TZVPD.

The geometry in ORCA input format:
```
! RIJCOSX wB97M-V def2-TZVPD def2/J DEFGRID3
* xyz -2 1
C -2.824 1.048 1.902
C -2.770 -0.335 2.627
C -3.470 -0.269 3.994
O -1.410 -0.809 2.866
C -0.607 -0.735 1.729
C -0.967 -1.420 0.534
C -0.244 -1.241 -0.673
C 0.885 -0.423 -0.696
C 1.659 -0.104 -1.979
C 1.337 -0.977 -3.158
C 0.857 -0.445 -4.387
C 0.608 -1.263 -5.482
C 0.835 -2.632 -5.372
C 1.214 -3.194 -4.167
C 1.481 -2.382 -3.053
C 1.250 0.247 0.470
C 0.532 0.082 1.678
C 0.980 0.778 2.936
O 1.172 0.148 3.996
C 1.570 2.118 2.966
C 1.361 3.132 1.892
O 0.189 3.154 1.473
C 2.430 4.196 1.449
O 3.500 4.306 2.158
O 2.211 4.988 0.460
H -2.293 1.065 0.937
H -3.848 1.373 1.774
H -2.312 1.779 2.537
H -3.310 -1.054 2.055
H -3.761 -1.266 4.384
H -4.374 0.354 3.927
H -2.757 0.228 4.680
H -1.884 -1.999 0.543
H -0.596 -1.765 -1.564
H 2.702 -0.239 -1.845
H 1.516 0.955 -2.277
H 0.747 0.634 -4.521
H 0.243 -0.911 -6.433
H 0.615 -3.285 -6.219
H 1.272 -4.275 -4.109
H 1.809 -2.821 -2.124
H 2.097 0.936 0.436
H 2.355 2.321 3.658
*
```

Values from the calculation:
SMILES ... CC(C)Oc1ccc(Cc2ccccc2)cc1/C([O-])=C\C(=O)C(=O)[O-]
Total energy ... -1149.0802 Eh
Highest occupied orbital energy ... 0.275 eV


No. 6
C47H40IrN11O8S2Se as an isolated structure, computed with wB97M-V/def2-TZVPD.

The geometry in ORCA input format:
```
! RIJCOSX wB97M-V def2-TZVPD def2/J DEFGRID3
* xyz 1 2
Ir 0.382 0.097 -0.442
O 0.247 0.179 2.859
S 0.083 1.554 2.480
O -0.956 2.319 3.090
N -0.181 1.561 0.783
C -1.013 2.551 0.221
C -1.504 3.708 0.788
C -2.316 4.589 0.047
C -2.650 4.351 -1.254
C -2.156 3.189 -1.883
C -2.419 2.857 -3.229
C -1.887 1.721 -3.771
C -1.080 0.904 -2.971
N -0.825 1.189 -1.713
C -1.342 2.312 -1.140
C 1.590 2.411 2.798
C 1.526 3.785 3.003
C 2.681 4.468 3.345
C 3.875 3.777 3.497
C 3.921 2.405 3.301
C 2.776 1.706 2.949
H -1.302 3.951 1.815
H -2.683 5.476 0.545
H -3.281 5.032 -1.810
H -3.045 3.514 -3.820
H -2.067 1.443 -4.799
H -0.630 0.004 -3.364
H 0.584 4.308 2.928
H 2.643 5.536 3.510
H 4.772 4.312 3.783
H 4.849 1.865 3.432
H 2.813 0.634 2.815
Se -2.092 -7.032 -2.509
N -2.978 -5.533 -2.159
C -2.085 -4.614 -1.911
C -2.415 -3.255 -1.499
C -3.726 -2.805 -1.320
C -3.933 -1.515 -0.902
C -2.834 -0.710 -0.604
N -1.585 -1.137 -0.744
C -1.374 -2.374 -1.231
C 0.014 -2.742 -1.474
N 0.938 -1.775 -1.326
C 2.230 -2.109 -1.414
C 2.652 -3.401 -1.686
C 1.710 -4.388 -1.892
C 0.362 -4.055 -1.793
C -0.710 -5.022 -2.003
N -0.497 -6.274 -2.309
H -4.547 -3.481 -1.516
H -4.926 -1.117 -0.756
H -2.971 0.309 -0.274
H 2.941 -1.313 -1.258
H 3.711 -3.609 -1.737
H 1.991 -5.407 -2.122
S -3.257 -0.057 2.267
C -3.300 -1.007 3.663
N -4.411 -1.682 4.004
C -4.433 -2.688 5.054
C -3.542 -2.220 6.191
C -2.149 -1.946 5.653
N -2.232 -1.112 4.461
H -5.133 -1.675 3.303
H -4.084 -3.653 4.669
H -5.461 -2.815 5.389
H -3.498 -2.974 6.976
H -3.957 -1.306 6.621
H -1.640 -2.887 5.419
H -1.545 -1.423 6.394
H -1.404 -0.633 4.136
C 3.468 5.174 -0.094
N 3.434 3.754 0.150
C 4.706 3.087 0.003
C 2.255 2.997 -0.192
C 2.250 2.295 -1.538
C 2.884 2.937 -2.604
C 3.080 2.333 -3.832
C 2.635 1.036 -4.009
C 1.973 0.390 -2.974
C 1.765 1.000 -1.735
H 4.155 5.646 0.614
H 2.479 5.605 0.068
H 3.809 5.461 -1.102
H 5.405 3.443 0.764
H 5.170 3.249 -0.982
H 4.580 2.012 0.140
H 1.397 3.670 -0.107
H 2.128 2.222 0.557
H 3.252 3.941 -2.444
H 3.578 2.866 -4.631
H 2.777 0.521 -4.951
H 1.569 -0.583 -3.205
O 3.179 -1.385 2.323
C 2.114 -1.420 1.746
O 1.833 -0.563 0.801
C 1.202 -2.592 2.048
C 1.855 -3.823 2.102
C 1.126 -4.975 2.305
C -0.240 -4.961 2.500
C -0.847 -3.724 2.493
C -0.169 -2.532 2.266
N -2.306 -3.696 2.707
O -2.916 -4.732 2.527
O -2.804 -2.645 3.049
N 1.823 -6.280 2.297
O 2.992 -6.280 1.980
O 1.170 -7.255 2.596
H 2.927 -3.870 1.973
H -0.799 -5.871 2.655
H -0.707 -1.589 2.322
*
```

Values from the calculation:
Total energy ... -6320.9918 Eh
Highest occupied orbital energy (alpha / beta) ... -9.909 / -9.909 eV


No. 7
C43H49AsBrF6GeMoN3O7SSi as an isolated structure, computed with wB97M-V/def2-TZVPD.

The geometry in ORCA input format:
```
! RIJCOSX wB97M-V def2-TZVPD def2/J DEFGRID3
* xyz -1 4
Mo 0.704 1.472 -0.095
F 0.756 3.235 1.113
As 1.050 4.990 1.366
F -0.525 4.921 2.024
F 1.629 4.583 2.929
F 1.305 6.679 1.650
F 2.593 4.897 0.731
F 0.289 5.319 -0.139
O 7.634 -1.568 1.335
N 6.929 -1.589 0.354
O 7.263 -2.004 -0.757
C 5.732 -0.781 0.349
C 5.655 0.204 1.360
C 4.499 0.974 1.496
C 3.516 0.905 0.484
O 2.658 1.843 0.319
C 3.609 -0.193 -0.429
C 4.710 -1.013 -0.584
N 2.518 -0.199 -1.373
O 2.733 -0.801 -2.467
O 1.277 -0.355 -0.808
N 4.372 2.006 2.499
O 5.213 2.879 2.517
O 3.496 1.864 3.305
H 6.489 0.317 2.016
H 4.740 -1.644 -1.441
C 3.376 -3.903 2.585
C 2.200 -4.843 2.745
C 2.549 -6.238 2.233
C 2.017 -4.866 4.261
Si 0.677 -4.166 1.735
Br 0.771 -1.934 2.254
C 0.879 -4.247 -0.196
C 2.279 -3.937 -0.705
C -0.129 -3.315 -0.866
C 0.480 -5.627 -0.714
C -1.030 -4.719 2.413
C -1.374 -4.180 3.876
C -1.077 -6.244 2.515
C -2.210 -4.264 1.569
H 4.364 -4.414 2.728
H 3.373 -3.086 3.330
H 3.444 -3.456 1.620
H 3.279 -6.750 2.893
H 2.986 -6.213 1.164
H 1.672 -6.897 2.156
H 3.003 -5.040 4.612
H 1.208 -5.549 4.567
H 1.803 -3.873 4.626
H 2.582 -2.954 -0.393
H 2.258 -3.989 -1.841
H 3.066 -4.685 -0.455
H -0.033 -2.302 -0.468
H -1.084 -3.664 -0.657
H 0.016 -3.284 -1.968
H 1.136 -6.451 -0.431
H 0.411 -5.617 -1.799
H -0.565 -5.862 -0.492
H -0.605 -4.459 4.629
H -2.342 -4.445 4.271
H -1.331 -3.099 3.857
H -0.360 -6.589 3.184
H -0.959 -6.734 1.506
H -2.032 -6.484 2.927
H -2.140 -3.246 1.209
H -3.065 -4.287 2.245
H -2.307 -4.998 0.715
C -0.659 2.128 -1.229
Ge -1.565 3.359 -2.485
C -0.195 4.505 -3.176
C 1.137 4.126 -2.963
C 2.157 5.015 -3.230
C 1.835 6.230 -3.857
C 0.500 6.590 -4.140
C -0.493 5.744 -3.705
C -2.927 4.387 -1.551
C -4.043 4.821 -2.242
C -5.123 5.393 -1.519
C -5.156 5.438 -0.133
C -4.067 4.892 0.507
C -2.961 4.458 -0.171
C -2.445 2.220 -3.785
C -1.747 1.965 -4.918
C -2.290 1.137 -5.890
C -3.561 0.623 -5.713
C -4.248 0.860 -4.524
C -3.698 1.626 -3.517
H 1.378 3.199 -2.438
H 3.180 4.802 -2.970
H 2.624 7.022 -4.041
H 0.201 7.535 -4.576
H -1.561 5.936 -3.688
H -4.165 4.736 -3.313
H -5.897 5.821 -2.086
H -6.048 5.780 0.381
H -4.037 4.872 1.608
H -2.103 4.170 0.386
H -0.746 2.326 -5.048
H -1.708 0.968 -6.761
H -3.969 -0.092 -6.432
H -5.256 0.439 -4.404
H -4.172 1.892 -2.560
S -1.570 0.724 -0.461
C -2.894 1.374 0.665
C -2.560 1.798 1.964
C -3.564 1.986 2.887
C -4.912 1.961 2.503
C -5.224 1.572 1.260
C -4.277 1.153 0.371
H -1.497 1.879 2.226
H -3.308 2.100 3.963
H -5.603 2.188 3.234
H -6.272 1.569 0.942
H -4.523 0.737 -0.563
*
```

Values from the calculation:
Total energy ... -10600.5911 Eh
Highest occupied orbital energy (alpha / beta) ... -5.371 / -6.554 eV


- Look up the total energy of the fifth one.
  -1149.0802 Eh


- The lowest total energy belongs to which entry?
  C43H49AsBrF6GeMoN3O7SSi


- total energy of number 5 (C20H18O5)?
  -1149.0802 Eh


- Which of these has the lowest total energy?
  C43H49AsBrF6GeMoN3O7SSi